Entry from the Open Molecules 2025 dataset: a molecular structure, C34H33HfN4OPSi (the ωB97M-V functional and the def2-TZVPD basis).

Properties
energy relative to the best compared isomer or geometry (same formula, charge and spin)	0.349	eV
multiplicity	1
E_tot	-2288.14442	a.u.
gap between HOMO and LUMO	0.2589	Eh
E_HOMO	-13.902	eV
charge	+2
lowest unoccupied orbital energy	-6.86	eV

Structure (XYZ):
```
75
Properties=species:S:1:pos:R:3:forces:R:3:mulliken_charge:R:1
Hf -0.730396 0.306674 -0.176842 -0.5954 -0.0498 1.0490 0.94
P 2.418406 0.281257 0.381843 0.0820 0.0140 0.4072 0.50
Si -4.126667 1.025611 -0.754849 -0.3208 0.2983 -0.1596 -0.12
O -1.422155 0.502954 2.129976 -0.0447 0.1805 -0.6410 -0.57
N -2.623069 0.111593 -1.059048 0.1895 0.6930 0.1300 0.31
N -0.338824 2.570410 -0.640350 -0.1508 -0.4101 0.0275 0.33
N -1.770392 -1.689872 0.005112 0.0331 0.2014 -0.1493 0.67
N 0.608452 7.662756 -1.960399 -0.0084 -0.0142 0.0006 -0.33
C 3.277045 -0.126555 3.032392 0.0595 -0.0151 -0.0289 -0.77
C -3.478931 -3.472827 -1.163644 0.0250 -0.0269 0.0387 -0.38
C -2.614045 -3.886027 -0.148125 -0.0493 0.0131 -0.0476 -0.97
C 2.163227 -0.013330 2.208029 -0.0621 -0.0860 0.1506 0.86
C -0.562583 4.370651 -2.191808 -0.0062 0.1206 -0.0002 -0.67
C -0.206485 0.326127 1.964158 0.7078 -0.2500 -1.1799 0.32
C 5.709994 -2.194991 0.241360 -0.0191 -0.0001 0.0077 -0.92
C -2.681813 -1.251257 -0.908941 0.1103 -0.7230 0.1098 0.07
C 6.265926 -0.136294 -0.870479 0.0848 -0.0165 -0.0238 -0.67
C 0.333586 3.380380 0.195101 0.0070 -0.0328 0.0136 -0.29
C 0.136838 5.207612 -1.323431 -0.0252 -0.2180 0.0936 0.60
C -0.877096 -3.327071 1.584936 -0.0753 0.0550 -0.0073 -1.18
C 0.852304 -3.164737 -1.398910 0.0047 -0.0137 0.0227 -1.11
C 1.476019 -0.939941 -0.674709 0.1289 -0.2813 0.2073 0.18
C 0.416537 -1.299734 -2.856647 -0.0835 -0.0369 0.0118 -0.74
C 3.149365 -0.117059 4.420948 -0.0293 0.0112 -0.0479 -0.74
C 0.583755 4.700735 -0.103495 -0.0072 0.0928 -0.0523 -0.73
C 4.448315 -1.706040 0.526829 -0.0247 0.0473 0.0071 0.12
C -0.789697 3.070352 -1.804676 0.0076 -0.0680 -0.0502 -0.44
C 0.999184 -0.452131 -1.917010 -0.0709 0.1725 0.2656 -0.52
C 4.081665 -0.420594 0.117149 0.1184 0.1836 -0.2614 0.64
C -1.762118 -2.970093 0.429723 0.1136 -0.0676 -0.0320 0.54
C 1.392895 -2.315496 -0.441328 -0.1454 0.0032 -0.0006 0.06
C 0.350089 -2.662913 -2.592896 0.0137 0.0343 -0.0062 -0.63
C 6.619613 -1.411040 -0.461418 -0.0122 0.0214 -0.0024 -0.54
C 0.394096 6.571456 -1.677364 0.0291 0.1142 -0.0318 -0.37
C -3.601969 2.640614 0.052944 -0.1562 -0.1478 -0.1454 -0.98
C 5.000991 0.358180 -0.583200 -0.1377 0.0514 0.0566 -0.49
C 1.910932 0.013130 5.032082 0.0075 -0.0085 0.0379 -0.77
C -3.525334 -2.152169 -1.559163 0.0165 0.0550 0.0146 -1.01
C 0.909360 0.148624 2.849418 -0.0385 0.0202 0.1744 0.07
C -5.169879 0.035638 0.441896 0.0733 0.1485 -0.1306 -1.03
C 0.787685 0.153863 4.239949 -0.0808 0.0046 -0.0435 -0.69
C -4.970627 1.367759 -2.391265 0.0601 -0.0218 0.2452 -1.03
H -4.211801 -1.804977 -2.318410 0.0093 0.0127 0.0023 0.53
H -0.079791 -3.334327 -3.324046 -0.0032 0.0055 -0.0028 0.51
H -1.358767 2.393184 -2.432589 0.0146 0.0173 -0.0317 0.44
H 4.728042 1.358408 -0.898290 0.0205 -0.0046 -0.0120 0.37
H 6.974122 0.477160 -1.410796 -0.0061 0.0024 0.0020 0.44
H -2.886975 2.503944 0.868033 -0.0121 0.0090 0.0370 0.28
H 1.827539 0.015562 6.110065 0.0082 -0.0013 -0.0041 0.46
H 0.814422 -4.230366 -1.211529 0.0078 0.0069 0.0122 0.50
H -4.285326 1.854490 -3.089318 0.0070 0.0011 0.0137 0.32
H -2.622884 -4.909106 0.200526 0.0077 0.0034 0.0074 0.55
H 7.605335 -1.798418 -0.681105 0.0005 0.0110 -0.0068 0.43
H -0.928578 4.736517 -3.140387 -0.0086 -0.0165 0.0004 0.54
H 4.268851 -0.207237 2.612933 0.0062 -0.0213 -0.0320 0.50
H -5.823036 2.036102 -2.249034 -0.0033 -0.0160 0.0010 0.37
H -4.498664 3.085745 0.491796 0.0251 0.0213 0.0329 0.52
H -0.143395 -2.546868 1.781401 -0.0061 -0.0170 0.0219 -0.06
H 4.041677 -0.208139 5.026411 -0.0038 -0.0039 0.0066 0.46
H 1.753820 -2.724363 0.492765 0.0037 0.0101 -0.0513 0.55
H 0.683214 2.946049 1.122887 0.0033 0.0005 0.0014 0.51
H 1.121165 5.327641 0.593316 -0.0010 -0.0083 0.0045 0.55
H 1.147176 0.606728 -2.145349 0.0527 -0.0355 -0.0975 0.79
H 3.762472 -2.317130 1.099017 0.0205 -0.0216 0.0188 0.37
H -4.140305 -4.194869 -1.625710 0.0017 0.0093 -0.0060 0.52
H 0.044912 -0.903730 -3.792718 0.0123 0.0106 0.0037 0.53
H -0.197047 0.273508 4.674997 0.0126 -0.0032 0.0224 0.56
H -5.344461 0.462219 -2.872252 0.0053 -0.0156 0.0267 0.33
H -6.050038 0.618901 0.721932 0.0010 0.0158 -0.0179 0.46
H -5.529022 -0.905540 0.024600 0.0134 0.0011 0.0018 0.34
H -1.493835 -3.434248 2.479539 0.0195 -0.0019 0.0140 0.41
H 5.991469 -3.186519 0.570088 -0.0091 0.0014 0.0052 0.44
H -0.371967 -4.278766 1.423493 0.0169 0.0050 0.0012 0.40
H -4.620640 -0.178289 1.362284 0.0279 -0.0149 -0.0186 0.30
H -3.211883 3.370530 -0.658395 0.0266 -0.0110 0.0137 0.28
```
Forces are in eV/Å.



Entry from the Open Molecules 2025 dataset: a molecular structure, C34H33MoN5S4Sb (the ωB97M-V functional and the def2-TZVPD basis).

Properties
energy relative to the best compared isomer or geometry (same formula, charge and spin)	0.000	eV
multiplicity	3
E_tot	-3490.60175	a.u.
gap between HOMO and LUMO (spin up / spin down)	0.2372 / 0.2305	Eh
E_HOMO (spin up / spin down)	-4.434 / -4.535	eV
charge	-1
lowest unoccupied orbital energy (spin up / spin down)	2.02 / 1.74	eV

Structure (XYZ):
```
78
Properties=species:S:1:pos:R:3:forces:R:3:lowdin_spin:R:1
Sb -1.479000 -3.558300 0.315600 0.1341 0.2183 -0.1144 0.03
Mo 0.035800 -0.404300 0.057800 -1.0794 -1.4638 -0.9881 1.63
S 0.371200 -2.309300 1.403400 -0.3695 -0.3257 -0.0557 0.01
S -0.808100 -5.585500 -0.460200 0.0193 0.4506 0.0762 0.03
S -3.465900 -3.381600 1.403000 0.3339 0.1223 -0.0681 0.03
S -1.333600 -1.716100 -1.334600 -0.1853 -0.5224 0.2595 0.07
N -0.790400 3.173700 -2.720300 -0.0953 0.0613 0.4020 0.00
N 1.079300 1.891800 -2.474500 0.2304 0.3533 -0.3760 0.01
N -0.944200 0.624900 1.521000 -0.3978 0.6719 0.8765 0.00
N 1.578100 0.409000 1.268800 0.4729 1.1531 0.7709 -0.02
N -0.758400 1.523600 -1.058200 0.5556 -0.3299 -0.4091 0.01
C 5.405800 2.251800 0.169600 0.0530 0.0912 -0.0315 0.00
C -1.012500 2.229900 3.123700 0.3149 -0.1508 -0.0690 0.04
C -0.447200 2.430700 -5.023600 -0.0537 -0.0163 0.1542 0.00
C 3.440500 1.875200 -4.000500 -0.0710 -0.1638 0.0966 0.00
C 2.268600 -1.461700 -1.587400 0.0569 -0.3583 0.0532 0.02
C 2.855600 -0.234000 1.479100 0.4890 -0.5003 0.0239 0.00
C -0.180400 1.522300 2.238500 -0.4713 0.5108 0.3256 0.00
C 4.201700 1.599000 0.370400 -0.0812 -0.0203 0.0279 0.00
C -3.194800 0.748000 -2.626600 0.2137 0.0188 -0.0453 0.00
C 6.446200 0.863400 1.820700 0.1595 0.0205 0.0402 0.00
C -0.844900 3.980600 -6.809500 -0.0004 0.0215 -0.1446 0.00
C 6.528700 1.889000 0.894300 0.1146 0.0482 -0.0508 0.00
C 3.033000 0.708600 -3.138000 0.0102 -0.0343 0.0163 0.00
C -3.327100 3.628900 0.554300 0.0150 0.1483 -0.1205 0.00
C -0.471500 2.721600 -6.374700 0.0154 0.0396 -0.0642 0.00
C -4.408200 2.269900 -1.089200 0.0697 0.0861 0.0675 0.00
C -0.183400 2.111100 -2.060100 -0.1579 0.3389 0.2644 0.01
C -3.202600 1.683200 -1.457400 0.1085 -0.1338 0.1099 0.00
C -0.791000 3.410200 -4.092600 0.0767 0.0747 -0.4649 0.00
C -2.290200 1.710800 2.952200 0.1241 -0.0015 0.1785 0.00
C -2.202200 0.729500 1.968000 -0.2441 -0.2693 -0.1492 0.04
C 1.492600 -0.299300 -1.487700 0.6122 0.4124 -0.4369 -0.01
C -1.210800 4.947200 -5.887100 0.0137 -0.1439 -0.0128 0.00
C 4.112500 0.571800 1.299700 -0.0770 0.1413 0.0156 0.00
C 5.246100 0.210100 2.020300 -0.1355 -0.0383 0.0008 0.00
C 1.881100 0.745300 -2.337700 -0.2151 -0.5639 0.2547 0.01
C -1.599600 5.720300 -3.525700 0.0283 -0.0690 -0.0787 0.00
C -4.481800 3.224900 -0.092800 -0.0566 0.0227 0.0010 0.00
C 3.394900 -1.543300 -2.387200 0.0887 0.0778 -0.0192 0.00
C 3.796200 -0.445000 -3.131800 -0.0825 -0.0747 0.0834 0.02
C -2.118600 3.050900 0.213200 0.0690 -0.0217 -0.2959 0.00
C -2.046300 2.045900 -0.753300 -0.6005 0.4783 0.0682 0.00
C 1.201900 1.334600 2.117700 0.3812 -0.5894 -0.2634 0.05
C -1.191900 4.682300 -4.528800 0.0740 0.0002 0.1024 0.00
H 5.475600 3.047900 -0.557500 -0.0293 0.0700 -0.0883 0.00
H -3.189700 1.317600 -3.559600 -0.0345 0.0366 -0.0689 0.00
H -4.089800 0.130600 -2.604900 -0.0014 -0.1086 -0.0802 0.00
H -1.709700 6.690400 -4.003600 -0.0407 0.0561 0.0038 0.00
H 5.183900 -0.604500 2.730400 -0.0238 -0.0203 0.0743 0.00
H -2.554900 5.456500 -3.066700 -0.0619 0.0588 0.1108 0.00
H 2.920600 -1.066700 0.767600 -0.0897 0.0871 0.2665 0.00
H 3.325700 1.867500 -0.204400 -0.0649 0.0343 -0.0354 0.00
H -0.858000 5.802500 -2.731300 0.0068 0.0522 0.0797 0.00
H -1.518500 5.926500 -6.226200 -0.0158 0.0939 -0.0174 0.00
H 3.972500 -2.456300 -2.419800 -0.0012 -0.0840 0.0114 0.00
H -5.438100 3.657300 0.159600 -0.0920 0.0701 0.0772 0.00
H 4.423200 1.691200 -4.425900 0.0608 0.0068 -0.0553 0.00
H 7.320600 0.575900 2.388800 0.0374 -0.0289 0.0230 0.00
H -0.214200 1.951600 -7.087100 0.0340 -0.0510 -0.0505 0.00
H -5.304200 1.984100 -1.621300 -0.0955 -0.0787 -0.0452 0.00
H 3.497100 2.802500 -3.430300 0.0038 0.1478 0.0354 0.00
H -2.327700 0.092700 -2.616000 -0.1042 0.0388 -0.0673 0.00
H 2.852200 -0.672800 2.488600 0.0426 -0.0271 -0.2711 0.00
H 1.366900 2.516400 -3.216100 -0.0698 -0.0775 0.2056 0.00
H -3.179300 2.006900 3.475900 -0.1608 -0.0120 0.0639 0.00
H -1.202300 3.357400 0.701600 -0.0276 -0.0627 0.0515 0.00
H -2.984900 0.092800 1.583800 0.0051 -0.0465 -0.0760 0.00
H 1.910300 1.822400 2.791100 -0.0303 -0.0908 -0.0877 0.00
H -1.534700 3.617500 -2.200900 0.0401 -0.1345 0.0116 0.00
H 7.469900 2.394700 0.731500 0.0508 0.0649 -0.0091 0.00
H 2.744600 2.021700 -4.828500 -0.0567 0.1080 -0.0997 0.00
H 1.976000 -2.347100 -1.027600 0.0357 0.1416 -0.0101 0.00
H 4.694300 -0.491800 -3.732000 0.0801 0.0142 -0.0677 0.00
H -0.193500 1.433600 -4.692800 0.0199 -0.0685 0.0431 0.00
H -0.861500 4.207800 -7.863700 -0.0104 0.0231 -0.1327 0.00
H -3.366600 4.392200 1.318800 0.0334 0.0079 0.0719 0.00
H -0.715500 3.016400 3.795900 0.0994 0.0081 0.1220 0.00
```
Forces are in eV/Å.



Entry from the Open Molecules 2025 dataset: a molecular structure, C34H33N2O5SV (the ωB97M-V functional and the def2-TZVPD basis).

Properties
energy relative to the best compared isomer or geometry (same formula, charge and spin)	0.000	eV
multiplicity	4
E_tot	-3143.18348	a.u.
gap between HOMO and LUMO (spin up / spin down)	0.2379 / 0.2804	Eh
E_HOMO (spin up / spin down)	-9.425 / -10.672	eV
charge	+1
lowest unoccupied orbital energy (spin up / spin down)	-2.95 / -3.04	eV

Structure (XYZ):
```
76
Properties=species:S:1:pos:R:3:forces:R:3:lowdin_spin:R:1
V 0.347435 -0.056756 -0.867871 0.5366 0.4329 -0.2854 2.74
S -2.178756 -0.183208 1.108361 0.4226 0.0448 -0.5281 0.01
O 0.616966 -2.223584 -1.620761 0.0277 0.0614 0.0506 0.02
O 1.364422 -4.234189 -0.982767 -0.0098 0.0714 0.0017 0.01
O 0.511425 1.344658 0.745404 -0.0981 -0.2394 0.1503 0.03
O -1.423510 -0.817864 -0.065164 -0.5519 0.0652 0.4059 0.03
O 1.653876 1.723287 2.642248 0.0923 0.0952 0.0978 0.01
N 3.527146 2.783871 -0.026371 -0.0160 -0.0594 0.0154 0.00
N 1.319677 -1.123986 0.659890 -0.0805 -0.0321 -0.0004 0.00
C 2.543540 2.030880 -2.238829 -0.0618 -0.0584 0.0258 0.01
C 3.267152 2.535748 -3.319998 0.0043 -0.0506 -0.0788 0.00
C -1.478742 -2.525137 2.372978 0.0009 -0.0574 0.1758 0.00
C -3.851170 -0.719701 0.892692 -0.0246 -0.1164 -0.0611 0.00
C 2.192221 0.005688 -3.405343 -0.0145 -0.1032 0.0466 0.01
C 1.530749 -2.438836 0.553207 -0.0690 0.2311 0.1113 0.02
C 1.945105 0.748872 -2.237941 0.0078 -0.1243 0.2100 0.00
C 3.467254 1.761189 -4.452752 -0.0141 0.0133 0.0504 0.01
C 1.980486 -3.196043 1.617399 0.0466 -0.0469 -0.0779 0.00
C 4.050503 1.394181 0.109062 0.0164 0.1876 0.0812 0.00
C 2.365978 2.898568 -1.032880 0.0916 0.0481 0.0901 0.00
C -2.683561 2.093681 -1.272380 -0.0161 0.0226 -0.0311 0.01
C -1.580306 0.691969 -3.403822 0.0008 0.0302 0.0001 0.00
C -1.419007 2.425930 -1.743993 0.0930 0.0831 -0.0784 0.00
C -6.168055 -0.325362 1.298968 -0.0056 0.0253 0.0062 0.00
C 2.931726 0.481317 -4.481857 0.0328 0.0143 -0.0412 0.00
C -0.873211 1.755258 -2.838359 -0.3245 -0.1611 0.1777 0.00
C -6.474727 -1.450971 0.547787 0.0032 -0.0133 0.0004 0.00
C 1.190842 0.996586 1.775242 0.0538 -0.0906 -0.3583 0.01
C -1.141232 -3.258384 3.499961 -0.0096 0.0147 -0.1204 0.00
C 2.206767 -2.545377 2.824909 0.0246 0.0293 0.0891 0.02
C 1.970427 -1.182982 2.934088 0.0589 -0.0201 0.0279 0.00
C -1.601802 -0.519110 3.733662 0.0416 -0.0788 -0.0013 0.00
C 1.132850 -2.943554 -0.786210 -0.0005 -0.0981 -0.1010 0.02
C -1.715960 -1.165240 2.512298 -0.0088 0.0091 0.0898 0.00
C -1.263933 -1.265981 4.854094 0.0189 -0.0264 0.0461 0.00
C 4.643926 3.715362 -0.334524 -0.1355 -0.0593 0.0085 0.00
C -4.137639 -1.844089 0.133376 -0.1005 0.0142 -0.0362 0.00
C 1.514503 -0.498345 1.818936 -0.1123 -0.0447 -0.1755 0.02
C -3.408050 1.081979 -1.885372 0.0183 -0.0654 -0.0206 0.00
C -4.843559 0.054489 1.468978 -0.0917 -0.0597 -0.0018 0.00
C -5.464138 -2.206190 -0.037352 0.0020 0.0260 0.0230 0.00
C -2.845069 0.362488 -2.932222 0.0357 0.0382 -0.0152 0.01
C -1.038469 -2.630324 4.735577 -0.0047 0.0549 0.0569 0.00
H 4.018518 2.152055 -5.297556 0.0037 -0.0006 -0.0003 0.00
H -5.712896 -3.074309 -0.633008 -0.0017 -0.0008 0.0025 0.00
H -7.507918 -1.738720 0.406796 -0.0048 0.0081 0.0069 0.00
H 4.249860 4.725336 -0.404660 0.0401 0.0216 0.0058 0.00
H 3.652471 3.551087 -3.294610 0.0069 0.0014 0.0165 0.00
H 1.497637 2.585606 -0.464719 -0.0567 0.0822 -0.0150 0.00
H 2.301618 3.963964 -1.255834 0.0217 -0.0115 -0.0693 0.00
H -4.589746 0.945589 2.030539 -0.0009 0.0006 0.0127 0.00
H 5.383839 3.650111 0.459143 0.0308 0.0267 -0.0215 0.00
H -1.173958 -0.780358 5.816465 0.0050 -0.0055 0.0020 0.00
H -3.107236 2.645160 -0.441982 -0.0104 0.0004 -0.0138 0.00
H -1.560709 -2.996704 1.402441 -0.0151 0.0098 -0.0257 0.00
H 1.773520 -0.994796 -3.494840 0.0127 0.0464 -0.0026 0.00
H -3.342310 -2.399411 -0.345508 0.0390 0.0318 0.0191 0.00
H -6.958089 0.266420 1.740861 -0.0062 -0.0038 -0.0023 0.00
H 2.138069 -4.259831 1.511259 -0.0023 0.0037 -0.0277 0.00
H 3.079040 -0.142568 -5.355826 -0.0068 0.0054 -0.0005 0.00
H 3.240831 0.735439 0.394026 -0.0214 -0.0392 -0.0951 0.00
H -0.962114 -4.322675 3.416050 -0.0025 0.0020 0.0044 0.00
H -1.762311 0.549505 3.807018 -0.0049 0.0088 -0.0107 0.00
H -4.407856 0.845432 -1.544260 -0.0033 -0.0128 0.0154 0.00
H 5.080664 3.413806 -1.283389 0.0067 0.0254 -0.0076 0.00
H 2.554287 -3.111832 3.678540 -0.0013 0.0267 0.0164 0.00
H 3.121427 3.044912 0.875959 0.0084 -0.0670 0.0534 0.00
H -0.877822 3.246155 -1.289135 0.0126 -0.0144 0.0236 0.00
H -0.779965 -3.210382 5.611841 -0.0027 0.0052 0.0043 0.00
H 2.121277 -0.634562 3.853581 0.0137 -0.0298 0.0165 0.00
H 1.065958 -4.462377 -1.877648 0.0078 -0.0286 0.0025 0.00
H 4.446107 1.087378 -0.853734 0.0296 -0.0307 0.0053 0.00
H -1.155652 0.156192 -4.243718 0.0009 -0.0071 0.0037 0.00
H 4.826263 1.403930 0.871479 -0.0102 -0.0373 0.0091 0.00
H -3.400297 -0.441582 -3.398000 -0.0035 0.0010 0.0080 0.00
H 0.063416 2.071242 -3.269921 0.0348 -0.0253 0.0384 0.00
```
Forces are in eV/Å.



> Number 2 is which compound?

C34H33MoN5S4Sb